The following is a DFT calculation (wB97M-V/def2-TZVPD) of 7 unconnected molecules or ions with the total composition C5H24O7 at a distorted geometry.

Each line ends with the Mulliken charge.
Positions of all 36 atoms, in Å:
C (19.6056, -3.5704, -1.7153)  -0.7634
O (20.6893, -2.6883, -1.6592)  -0.4650
H (18.7075, -2.9656, -1.8409)  0.3256
H (19.5294, -4.2527, -2.5619)  0.2759
H (19.3930, -4.1542, -0.8198)  0.2626
H (21.3957, -3.3375, -1.6911)  0.4114
C (21.2338, -7.5892, -0.8579)  -0.2863
O (20.6766, -8.8680, -1.3728)  -0.5575
H (20.3814, -6.9472, -0.6356)  0.1849
H (21.8068, -7.8791, 0.0229)  0.2300
H (21.8870, -7.2413, -1.6580)  0.1346
H (20.0844, -9.2601, -0.7269)  0.2864
C (23.0504, -4.4879, 0.1305)  -0.5106
O (22.5847, -4.4511, -1.2383)  -0.3994
H (23.3753, -5.4512, 0.5236)  0.1020
H (23.7344, -3.7538, 0.5561)  0.3536
H (22.1160, -4.2496, 0.6388)  0.2427
H (23.3610, -4.4184, -1.8022)  0.1871
C (23.7474, -1.1414, -2.5907)  -0.4796
O (22.9021, -0.7177, -1.6064)  -0.4864
H (23.2331, -1.1210, -3.5515)  0.2680
H (24.6968, -0.6070, -2.6236)  0.3206
H (24.1400, -2.1542, -2.5010)  0.0967
H (22.0300, -1.0113, -1.8800)  0.3461
C (25.7238, -7.6256, 1.8127)  -0.4365
O (26.0672, -7.5817, 3.1255)  -0.4916
H (26.3889, -6.9758, 1.2439)  0.2740
H (25.8566, -8.6215, 1.3901)  0.2541
H (24.6962, -7.2729, 1.7250)  0.0616
H (26.9706, -7.2587, 3.0903)  0.3289
O (20.9715, -2.4759, 2.7093)  -0.6117
H (20.3676, -1.8860, 3.1605)  0.3033
H (20.6733, -2.4750, 1.7998)  0.3105
O (24.5971, -4.5985, -3.2817)  -0.6351
H (23.9713, -4.2637, -3.9240)  0.2964
H (25.3609, -4.8515, -3.8002)  0.2663

Summary:
LUMO energy: 0.17 eV
strongest force on any atom: 2.63 eV/Å
gap between HOMO and LUMO: 10.0 eV
multiplicity: 1
total charge: 0
SMILES string: CO.CO.CO.CO.CO.O.O



The following is a DFT calculation (wB97M-V/def2-TZVPD) of 7 unconnected molecules or ions with the total composition C5H25NO7 at a distorted geometry.

Each line ends with the Mulliken charge.
Positions of all 38 atoms, in Å:
C (-1.3562, 0.1013, 1.1942)  -0.1531
N (-0.3943, 0.9282, 0.4412)  0.0471
C (0.9437, 0.9244, 1.0048)  -0.1522
C (1.6989, -0.2046, 0.3913)  0.7091
C (3.2088, -0.3535, 0.6216)  -1.4509
O (1.2362, -1.5303, 0.6583)  -0.5691
C (-2.6526, -0.0731, 0.3752)  -1.1616
H (-0.9348, -0.9031, 1.4504)  0.0912
H (-1.5905, 0.5688, 2.1608)  0.3765
H (-0.7363, 1.9038, 0.3803)  0.1390
H (0.9757, 0.9643, 2.0754)  0.3387
H (1.4197, 1.7936, 0.5364)  -0.2009
H (1.4453, -0.1013, -0.7110)  -0.0524
H (3.6980, -0.0073, 1.4679)  0.3907
H (3.7591, 0.1213, -0.2298)  0.3274
H (3.2457, -1.4234, 0.3781)  0.4080
H (1.0818, -1.7721, 1.5759)  0.2198
H (-3.5343, 0.2709, 0.9762)  0.3223
H (-2.7687, 0.7040, -0.4405)  0.1343
H (-2.9761, -0.9914, -0.1113)  0.5070
H (-0.2747, -2.0215, -1.7741)  0.2529
H (-0.0683, -1.0028, -2.7948)  0.3252
O (-0.0613, -1.9519, -2.7093)  -0.6201
H (-0.0496, 1.2129, -3.1901)  0.3015
H (-1.5283, 1.4619, -2.7647)  0.3304
O (-0.9072, 1.4309, -3.5113)  -0.6552
H (-2.9654, 3.3325, 0.2213)  0.2580
H (-2.0152, 3.7585, -0.8092)  0.2718
O (-2.1072, 3.1451, -0.0851)  -0.5934
H (-1.7992, -3.7029, -0.2973)  0.3183
H (-1.6000, -2.1754, -0.4811)  0.2122
O (-2.0869, -2.8673, -0.0157)  -0.6119
H (2.7813, 1.5833, -1.2563)  0.2958
H (2.6799, 2.7431, -0.4173)  0.3310
O (2.9611, 2.4938, -1.2680)  -0.6431
H (0.8297, -1.8998, 3.8964)  0.2678
H (-0.7331, -2.4770, 3.7204)  0.2846
O (0.1023, -2.0676, 3.3642)  -0.5967

Summary:
LUMO energy: 0.26 eV
strongest force on any atom: 4.12 eV/Å
gap between HOMO and LUMO: 9.1 eV
multiplicity: 1
total charge: 0
SMILES string: CCNC[C@@H](C)O.O.O.O.O.O.O



The following is a DFT calculation (wB97M-V/def2-TZVPD) of 8 unconnected molecules or ions with the total composition C5H25NO9 at a distorted geometry.

Each line ends with the Mulliken charge.
Positions of all 40 atoms, in Å:
O (1.5339, -1.3043, -0.4455)  -0.5307
C (1.7529, -0.2861, 0.1662)  -0.1488
O (2.7114, -0.2877, 1.1258)  -0.5282
C (1.0172, 0.9701, 0.0883)  0.6333
C (1.8969, 1.9205, -0.7630)  -0.9862
C (1.0135, 3.1874, -1.2004)  -0.5444
C (0.9998, 4.2081, -0.0683)  -1.1256
N (-0.4611, 0.7924, -0.2395)  -0.3339
H (2.9214, -1.0974, 1.5888)  0.3530
H (0.8998, 1.6065, 0.9884)  0.1027
H (2.6715, 2.3140, -0.0988)  0.3792
H (2.2433, 1.5918, -1.7497)  0.3750
H (1.7395, 3.6029, -1.9137)  0.3832
H (0.0883, 2.8027, -1.5923)  0.4365
H (2.0346, 4.2649, 0.2153)  0.3435
H (0.4584, 3.7910, 0.7799)  0.2502
H (0.4513, 5.1071, -0.3804)  0.3459
H (-0.7205, 1.5805, 0.3366)  0.3936
H (-0.6727, 0.7782, -1.2260)  0.0652
H (-0.3655, 1.0259, 2.5635)  0.4058
H (-1.8991, 0.8640, 2.9044)  0.2767
O (-1.2716, 1.3486, 2.3703)  -0.6184
H (-1.0510, -1.8788, 1.2760)  0.3283
H (-1.3029, -0.6419, 0.6093)  0.6131
O (-1.8545, -1.3099, 1.1368)  -0.8764
H (1.8024, 0.3008, 3.1678)  0.3425
H (0.7715, 0.2849, 4.4116)  0.2815
O (0.9409, 0.0157, 3.4945)  -0.6406
H (-2.1789, -2.2394, -3.0294)  0.2890
H (-0.7302, -2.6908, -3.3149)  0.3023
O (-1.5733, -2.5054, -3.7284)  -0.5956
H (0.8631, -3.1236, 1.1261)  0.3189
H (-0.2873, -3.5362, 0.3593)  0.3585
O (-0.0192, -3.4844, 1.2880)  -0.6896
H (-2.3234, -2.4441, -0.1120)  0.4149
H (-3.3032, -2.8048, -1.2809)  0.2936
O (-2.3622, -2.7862, -1.0405)  -0.6560
H (-1.6306, 0.6453, -3.2240)  0.3457
H (-2.8468, -0.0592, -2.7895)  0.2993
O (-2.4422, 0.8149, -2.7060)  -0.6571

Summary:
LUMO energy: 0.03 eV
strongest force on any atom: 3.47 eV/Å
gap between HOMO and LUMO: 10.1 eV
multiplicity: 1
total charge: 0
SMILES string: CCC[C@@H](N)C(=O)O.O.O.O.O.O.O.O



| no. | HOMO level (eV) |
| --- | --- |
| 1 | -9.851 |
| 2 | -8.848 |
| 3 | -10.048 |